(1)
Molecular formula: C4H7NO
Method: DFT, wB97M-V/def2-TZVPD

Calculated values
Kohn-Sham gap = 10.6531 eV
SMILES = C[C@@]1(C=O)CN1
Calculated total energy = -7797.6905 eV

Each atom is followed by the atoms it is bonded to, with distances in Å.
Positions of all 13 atoms, in Å:
1 C 1.3815 -0.6363 0.1019  C2 1.510, H7 1.096, H8 1.093, H9 1.096
2 C -0.0011 -0.0450 -0.0310  C1 1.510, C3 1.479, N4 1.477, C5 1.500
3 C -0.2511 1.3993 0.1668  C2 1.479, N4 1.457, H10 1.087, H11 1.087
4 N -0.2191 0.8529 -1.1832  C2 1.477, C3 1.457, H12 1.019
5 C -1.1468 -0.9763 0.2351  C2 1.500, O6 1.209, H13 1.110
6 O -2.2365 -0.6356 0.6323  C5 1.209
7 H 1.4163 -1.6526 -0.3081  C1 1.096
8 H 2.0955 -0.0238 -0.4547  C1 1.093
9 H 1.6922 -0.6787 1.1519  C1 1.096
10 H -1.2091 1.6964 0.5861  C3 1.087
11 H 0.5943 2.0357 0.4155  C3 1.087
12 H -1.1721 0.7489 -1.5279  N4 1.019
13 H -0.9445 -2.0371 -0.0211  C5 1.110



(2)
Molecular formula: C4H7NO
Method: DFT, wB97M-V/def2-TZVPD

Calculated values
Kohn-Sham gap = 11.0545 eV
SMILES = C[C@H]1CN1C=O
Calculated total energy = -7797.9289 eV

Each atom is followed by the atoms it is bonded to, with distances in Å.
Positions of all 13 atoms, in Å:
1 C 0.9814 1.1941 -0.9422  C2 1.505, H7 1.095, H8 1.096, H9 1.093
2 C 0.0718 0.5111 0.0426  C1 1.505, C3 1.483, N4 1.473, H10 1.091
3 C -1.1853 -0.1804 -0.3333  C2 1.483, N4 1.452, H11 1.087, H12 1.087
4 N -0.0118 -0.9589 0.0192  C2 1.473, C3 1.452, C5 1.403
5 C -0.0265 -1.5892 1.2727  N4 1.403, O6 1.207, H13 1.102
6 O -1.0012 -1.7559 1.9648  C5 1.207
7 H 2.0130 1.2097 -0.5738  C1 1.095
8 H 0.6578 2.2299 -1.0966  C1 1.096
9 H 0.9652 0.6732 -1.9035  C1 1.093
10 H 0.0590 0.9473 1.0423  C2 1.091
11 H -2.0082 -0.1860 0.3769  C3 1.087
12 H -1.4606 -0.2481 -1.3831  C3 1.087
13 H 0.9701 -1.9620 1.5603  C5 1.102



(3)
Molecular formula: C4H7NO
Method: DFT, wB97M-V/def2-TZVPD

Calculated values
Kohn-Sham gap = 10.4919 eV
SMILES = O[C@H]1C[C@H]2N[C@@H]12
Calculated total energy = -7796.9736 eV

Each atom is followed by the atoms it is bonded to, with distances in Å.
Positions of all 13 atoms, in Å:
1 O -0.9394 -0.2457 -1.7519  C2 1.393, H7 0.978
2 C 0.0665 0.3892 -1.0266  O1 1.393, C3 1.570, C6 1.539, H8 1.093
3 C -0.3990 1.1496 0.2659  C2 1.570, C4 1.524, H9 1.094, H10 1.094
4 C 0.2608 0.0532 1.0937  C3 1.524, N5 1.474, C6 1.478, H11 1.084
5 N -0.2965 -1.2221 0.6076  C4 1.474, C6 1.474, H12 1.016
6 C 0.8243 -0.5904 -0.1122  C2 1.539, C4 1.478, N5 1.474, H13 1.086
7 H -1.2693 -0.8966 -1.1013  O1 0.978
8 H 0.6733 0.9893 -1.7090  C2 1.093
9 H -1.4823 1.2589 0.3678  C3 1.094
10 H 0.0942 2.1193 0.3856  C3 1.094
11 H 0.6678 0.1204 2.0964  C4 1.084
12 H 0.0475 -1.9976 1.1663  N5 1.016
13 H 1.7521 -1.1275 -0.2823  C6 1.086



(4)
Molecular formula: C4H7NO
Method: DFT, wB97M-V/def2-TZVPD

Calculated values
Kohn-Sham gap = 9.7502 eV
SMILES = CC=C=NCO
Calculated total energy = -7797.1109 eV

Each atom is followed by the atoms it is bonded to, with distances in Å.
Positions of all 13 atoms, in Å:
1 C 0.5330 -2.0340 0.7005  C2 1.509, H7 1.094, H8 1.094, H9 1.097
2 C -0.4423 -1.4020 -0.2619  C1 1.509, C5 1.310, H10 1.085
3 C -0.0359 1.7524 -0.1880  O4 1.382, N6 1.490, H11 1.099, H12 1.093
4 O 0.0519 3.0920 -0.5181  C3 1.382, H13 0.964
5 C -0.1314 -0.3172 -0.9275  C2 1.310, N6 1.230
6 N 0.1712 0.8084 -1.3214  C3 1.490, C5 1.230
7 H 0.6464 -3.1086 0.5319  C1 1.094
8 H 1.5181 -1.5647 0.6190  C1 1.094
9 H 0.1862 -1.8887 1.7316  C1 1.097
10 H -1.4590 -1.7749 -0.3300  C2 1.085
11 H -0.9990 1.5060 0.2801  C3 1.099
12 H 0.7693 1.5454 0.5210  C3 1.093
13 H -0.8085 3.3859 -0.8371  O4 0.964



(5)
Molecular formula: C4H7NO
Method: DFT, wB97M-V/def2-TZVPD

Calculated values
Kohn-Sham gap = 10.4749 eV
SMILES = CN1CCC1=O
Calculated total energy = -7797.4543 eV

Each atom is followed by the atoms it is bonded to, with distances in Å.
Positions of all 13 atoms, in Å:
1 C 0.6729 -1.2531 0.6099  N2 1.467, H7 1.118, H8 1.087, H9 1.088
2 N 0.2612 -0.6722 -0.6723  C1 1.467, C3 1.493, C5 1.474
3 C 0.5986 0.7817 -0.7127  N2 1.493, C4 1.535, H10 1.093, H11 1.097
4 C -0.7890 1.1390 -0.1617  C3 1.535, C5 1.513, H12 1.091, H13 1.085
5 C -1.0888 -0.3442 -0.1811  N2 1.474, C4 1.513, O6 1.197
6 O -2.0288 -1.0432 0.0628  C5 1.197
7 H -0.0495 -0.8484 1.3617  C1 1.118
8 H 0.5253 -2.3292 0.5648  C1 1.087
9 H 1.6657 -0.9501 0.9355  C1 1.088
10 H 0.7780 1.1464 -1.7276  C3 1.093
11 H 1.4589 1.0563 -0.0893  C3 1.097
12 H -0.8364 1.6809 0.7840  C4 1.091
13 H -1.4651 1.5695 -0.8930  C4 1.085



(6)
Molecular formula: C4H7NO
Method: DFT, wB97M-V/def2-TZVPD

Calculated values
Kohn-Sham gap = 9.1166 eV
SMILES = C/C([O-])=C1\C[NH2+]1
Calculated total energy = -7795.9349 eV

Each atom is followed by the atoms it is bonded to, with distances in Å.
Positions of all 13 atoms, in Å:
1 C -1.1260 1.5617 0.6696  C2 1.523, H7 1.093, H8 1.096, H9 1.082
2 C -0.4722 0.6208 -0.3337  C1 1.523, O3 1.237, C4 1.439
3 O -0.9615 0.4482 -1.4568  C2 1.237
4 C 0.7768 0.0313 0.0702  C2 1.439, C5 1.455, N6 1.594
5 C 0.8023 -1.3650 0.4777  C4 1.455, N6 1.476, H11 1.094, H12 1.088
6 N 1.1132 -1.1474 -0.9485  C4 1.594, C5 1.476, H10 1.005, H13 1.024
7 H -0.4363 2.0940 1.3290  C1 1.093
8 H -1.8672 1.0645 1.3055  C1 1.096
9 H -1.6566 2.3075 0.0927  C1 1.082
10 H 1.9783 -0.7002 -1.1969  N6 1.005
11 H -0.1325 -1.9260 0.5712  C5 1.094
12 H 1.6216 -1.7817 1.0600  C5 1.088
13 H 0.3602 -1.2076 -1.6397  N6 1.024



Strongest force on any atom? In order: 0.010 0.009 0.008 0.012 0.025 0.020 Eh/bohr.
LUMO energy? In order: 0.85 1.05 1.02 0.86 1.02 0.97 eV.